# 1
A cluster of 10 separate species, C50H85N2O18 in total at a distorted geometry. Source: the Open Molecules 2025 dataset; level of theory: ωB97M-V/def2-TZVPD.

Properties
* lowest unoccupied orbital energy: -1.5 eV
* total energy: -3419.481450 a.u.
* net charge: +1
* E_HOMO: -9.9 eV
* HOMO-LUMO gap: 8.346 eV
* molecular weight: 1002.23 g/mol

Last column: Mulliken charge in e.
Geometry (Å):
C 0.351 3.024 -0.201  0.051
C 0.520 1.894 -1.249  0.506
N 0.379 0.549 -0.631  1.409
C 1.405 -0.133 0.046  -1.201
C 0.900 -1.307 0.672  -0.772
N -0.432 -1.435 0.244  1.258
C -0.721 -0.280 -0.480  -1.495
C -1.473 -2.436 0.450  -1.237
H -0.630 2.838 0.237  0.254
H 0.203 3.964 -0.733  -0.236
H 1.095 3.186 0.578  -0.258
H 1.532 1.978 -1.645  -0.591
H -0.199 2.088 -2.046  -0.185
H 2.400 0.282 0.117  0.626
H 1.456 -1.982 1.306  0.572
H -1.655 -0.053 -0.973  0.935
H -1.181 -3.318 -0.119  0.237
H -2.458 -2.013 0.253  0.550
H -1.417 -2.683 1.510  0.187
C 3.394 2.170 2.848  -0.181
C 4.083 3.385 3.008  -0.406
C 5.389 3.413 3.434  0.531
C 5.991 2.252 3.846  -0.615
C 5.321 1.027 3.731  -0.599
C 4.070 0.961 3.210  -0.051
O 3.414 -0.236 3.013  -0.220
O 6.048 4.582 3.434  -0.547
H 2.382 2.140 2.474  0.563
H 3.566 4.300 2.758  0.412
H 7.034 2.324 4.116  0.275
H 5.914 0.125 3.748  0.350
H 3.759 -0.913 3.600  0.232
H 6.986 4.388 3.372  0.298
C -0.378 -5.130 2.208  -0.719
C -0.677 -5.355 3.531  -0.498
C 0.315 -5.293 4.497  0.533
C 1.690 -5.226 4.078  -0.805
C 1.923 -4.948 2.732  -0.006
C 0.903 -4.788 1.858  0.394
O 1.117 -4.464 0.576  -0.369
O -0.083 -5.500 5.793  -0.522
H -1.137 -5.026 1.446  0.579
H -1.713 -5.608 3.708  0.441
H 2.552 -5.111 4.718  0.297
H 2.940 -4.773 2.415  0.466
H 1.978 -4.665 0.203  -0.044
H 0.661 -5.402 6.393  0.290
C 1.415 6.208 -2.126  -0.461
C 1.933 4.977 -2.601  -0.414
C 1.155 4.220 -3.478  0.022
C -0.128 4.680 -3.862  -0.363
C -0.641 5.862 -3.371  -0.618
C 0.157 6.581 -2.468  0.603
O -0.469 7.497 -1.743  -0.566
O 1.636 2.988 -3.857  -0.319
H 1.987 6.702 -1.354  0.426
H 2.866 4.575 -2.235  0.332
H -0.717 4.156 -4.600  0.248
H -1.637 6.213 -3.595  0.404
H -1.377 7.677 -1.997  0.310
H 1.075 2.599 -4.533  0.345
C -0.927 4.329 3.133  -0.786
C -2.020 4.086 2.313  -0.494
C -2.366 4.854 1.251  0.221
C -1.553 5.946 0.931  -0.528
C -0.392 6.196 1.655  -0.581
C -0.084 5.423 2.759  0.971
O 1.010 5.775 3.493  -0.596
O -3.476 4.598 0.469  -0.629
H -0.802 3.699 4.001  0.620
H -2.648 3.249 2.580  0.436
H -1.874 6.568 0.109  0.297
H 0.194 7.044 1.334  0.411
H 1.628 6.267 2.948  0.296
H -3.561 5.137 -0.321  0.348
C 2.570 -2.275 -4.225  -0.321
O 3.588 -1.304 -3.863  -0.415
C 3.211 0.061 -4.027  -0.071
C 4.131 1.019 -3.274  -0.961
O 3.864 1.032 -1.877  -0.046
C 4.466 2.141 -1.243  -0.822
H 2.955 -3.285 -4.086  0.293
H 2.195 -2.081 -5.230  0.394
H 1.753 -2.168 -3.512  -0.188
H 2.209 0.249 -3.643  -0.139
H 3.145 0.309 -5.087  0.648
H 3.988 2.008 -3.710  0.411
H 5.186 0.829 -3.473  0.513
H 4.685 3.040 -1.819  0.429
H 5.351 1.745 -0.745  0.321
H 3.835 2.511 -0.435  0.146
C -3.336 3.196 -2.588  -0.614
O -2.550 2.175 -3.095  0.029
C -3.308 1.160 -3.790  -0.698
C -2.328 0.071 -4.241  -1.150
O -1.832 -0.668 -3.160  0.340
C -1.182 -1.898 -3.568  -0.843
H -3.971 2.725 -1.838  0.464
H -3.928 3.729 -3.331  0.382
H -2.706 3.824 -1.958  -0.233
H -3.779 1.484 -4.718  0.427
H -4.058 0.708 -3.141  0.379
H -1.492 0.580 -4.722  0.401
H -2.908 -0.623 -4.849  0.573
H -1.797 -2.445 -4.283  0.455
H -0.845 -2.480 -2.709  0.105
H -0.258 -1.573 -4.047  0.187
C -0.994 0.667 3.778  -0.254
O -1.509 -0.440 4.412  -0.408
C -2.587 -1.139 3.867  -0.508
C -2.941 -2.413 4.771  -0.008
O -2.990 -2.074 6.188  -0.364
C -3.199 -3.229 7.005  -0.635
H -0.356 1.311 4.384  0.342
H -1.776 1.364 3.477  0.121
H -0.528 0.325 2.854  0.042
H -2.617 -1.370 2.802  0.186
H -3.392 -0.424 4.037  0.469
H -2.150 -3.162 4.750  -0.224
H -3.873 -2.890 4.468  0.417
H -2.903 -3.096 8.045  0.264
H -2.631 -4.067 6.603  0.194
H -4.253 -3.502 6.973  0.295
C -8.262 1.199 -1.016  -0.808
O -7.342 0.438 -1.867  -0.265
C -7.666 -0.860 -2.226  -0.634
C -6.451 -1.542 -2.867  -0.513
O -5.472 -1.707 -1.865  -0.284
C -4.428 -2.326 -2.500  -0.274
H -8.079 1.038 0.047  0.303
H -9.310 1.093 -1.298  0.334
H -8.038 2.252 -1.184  0.238
H -8.422 -0.685 -2.991  0.389
H -7.994 -1.421 -1.351  0.355
H -6.037 -1.051 -3.748  0.317
H -6.807 -2.521 -3.187  0.413
H -4.760 -3.292 -2.879  0.474
H -3.660 -2.671 -1.807  -0.006
H -3.959 -1.727 -3.281  -0.016
C 2.711 -7.978 -0.091  -0.912
O 3.239 -6.669 -0.121  -0.127
C 4.176 -6.295 -1.118  -0.666
C 4.589 -4.834 -0.888  -0.620
O 3.530 -3.913 -1.084  -0.119
C 3.910 -2.561 -0.829  -0.469
H 3.493 -8.624 0.309  0.358
H 2.228 -8.401 -0.972  0.349
H 2.002 -8.089 0.729  0.237
H 3.556 -6.429 -2.004  0.337
H 4.978 -7.031 -1.054  0.398
H 5.363 -4.716 -1.646  0.470
H 4.960 -4.788 0.136  0.279
H 4.813 -2.220 -1.335  0.521
H 3.906 -2.328 0.236  0.402
H 3.177 -1.903 -1.296  -0.411

***

# 2
A cluster of 11 separate species, C50H86O30P4 in total at a distorted geometry. Source: the Open Molecules 2025 dataset; level of theory: ωB97M-V/def2-TZVPD.

Properties
* lowest unoccupied orbital energy: 0.4 eV
* total energy: -5579.689703 a.u.
* E_HOMO: -7.5 eV
* HOMO-LUMO gap: 7.904 eV
* molecular weight: 1291.10 g/mol
* SMILES: COP(=O)(OC)OC.COP(=O)(OC)OC.COP(=O)(OC)OC.COP(=O)(OC)OC.Oc1ccc(O)cc1.Oc1ccc(O)cc1.Oc1ccc(O)cc1.Oc1ccc(O)cc1.Oc1ccc(O)cc1.COCCOC.COCCOC

Last column: Mulliken charge in e.
Geometry (Å):
C -5.457 -1.362 -1.877  -0.094
O -4.953 -2.544 -2.535  -0.217
P -4.066 -2.425 -3.853  0.851
O -3.271 -3.583 -4.229  -0.742
O -5.154 -1.982 -4.914  -0.304
C -6.246 -2.845 -5.223  -0.777
O -3.249 -1.101 -3.607  0.118
C -1.811 -1.099 -3.506  -0.064
H -5.137 -1.254 -0.849  0.169
H -6.555 -1.450 -1.857  0.326
H -5.402 -0.498 -2.537  -0.266
H -6.361 -3.655 -4.508  0.339
H -6.026 -3.248 -6.214  0.288
H -7.177 -2.292 -5.331  0.258
H -1.429 -2.123 -3.470  0.062
H -1.552 -0.561 -2.595  -0.168
H -1.302 -0.633 -4.353  0.262
C -6.074 1.625 -4.663  -0.684
O -5.005 1.892 -3.735  -0.116
P -5.271 2.690 -2.393  0.896
O -6.150 1.931 -1.510  -0.820
O -3.863 3.059 -1.791  -0.315
C -2.679 2.333 -2.152  -0.051
O -5.923 4.072 -2.800  -0.354
C -5.175 5.036 -3.549  -0.682
H -6.955 2.235 -4.454  0.409
H -6.390 0.586 -4.565  0.108
H -5.706 1.811 -5.668  0.251
H -2.726 2.096 -3.212  0.481
H -2.452 1.475 -1.520  -0.076
H -1.849 3.023 -1.980  0.080
H -4.764 5.814 -2.912  0.258
H -5.919 5.541 -4.171  0.269
H -4.469 4.559 -4.226  0.312
C 3.581 -3.271 2.163  -0.518
O 2.986 -4.269 1.355  0.436
P 3.057 -5.820 1.701  0.650
O 3.213 -6.712 0.544  -0.817
O 4.217 -5.946 2.753  -0.340
C 5.583 -6.054 2.345  -0.688
O 1.800 -6.082 2.591  -0.386
C 0.502 -6.356 2.035  -0.455
H 4.223 -2.643 1.558  0.314
H 4.053 -3.629 3.082  0.578
H 2.810 -2.656 2.657  -0.210
H 6.258 -5.780 3.150  0.270
H 5.769 -5.412 1.477  0.289
H 5.823 -7.075 2.040  0.290
H 0.426 -6.125 0.977  0.145
H -0.156 -5.659 2.559  0.186
H 0.209 -7.356 2.333  0.355
C -3.662 -2.012 5.022  -0.832
O -3.201 -1.918 3.678  -0.138
P -2.427 -0.623 3.191  -0.179
O -2.332 -0.598 1.725  -0.039
O -1.006 -0.710 3.898  0.206
C -0.222 -1.868 3.628  -0.072
O -3.203 0.526 3.919  -0.439
C -3.104 1.975 3.658  -0.488
H -4.081 -2.996 5.167  0.232
H -4.303 -1.161 5.261  0.295
H -2.854 -1.853 5.753  0.297
H -0.631 -2.534 2.871  0.123
H -0.035 -2.403 4.561  0.471
H 0.773 -1.583 3.277  -0.443
H -2.656 2.433 4.538  0.291
H -4.115 2.339 3.516  0.289
H -2.415 2.138 2.834  0.106
O 4.218 -5.113 -1.455  -0.607
C 3.374 -4.662 -2.439  0.391
C 2.220 -5.391 -2.720  -0.496
C 1.241 -4.873 -3.562  -0.460
C 1.488 -3.654 -4.172  0.950
O 0.573 -3.129 -5.078  -0.587
C 2.704 -3.027 -3.990  -0.717
C 3.701 -3.517 -3.157  -0.636
H 3.717 -5.750 -0.896  0.230
H 2.000 -6.301 -2.173  0.393
H 0.378 -5.466 -3.843  0.300
H -0.015 -3.832 -5.372  0.341
H 2.995 -2.125 -4.522  0.429
H 4.670 -3.059 -3.041  0.468
O 3.996 3.232 -6.545  -0.603
C 3.990 2.824 -5.213  0.709
C 5.141 2.316 -4.640  -0.533
C 5.093 1.762 -3.360  -0.617
C 3.877 1.577 -2.732  0.372
O 3.843 1.035 -1.488  -0.635
C 2.716 2.088 -3.306  0.404
C 2.773 2.680 -4.554  -0.847
H 3.134 3.022 -6.914  0.320
H 6.044 2.258 -5.232  0.419
H 5.983 1.227 -3.052  0.369
H 2.939 0.965 -1.128  0.121
H 1.754 2.049 -2.806  0.326
H 1.875 3.071 -5.021  0.062
O 1.841 1.981 3.324  0.232
C 2.682 1.091 4.038  -0.105
C 2.118 0.192 4.914  -0.383
C 2.938 -0.724 5.590  -0.389
C 4.319 -0.676 5.424  0.269
O 5.138 -1.590 6.059  -0.562
C 4.867 0.273 4.552  -0.335
C 4.076 1.164 3.844  -0.624
H 1.930 1.675 2.402  -0.057
H 1.041 0.209 5.028  0.595
H 2.629 -1.370 6.408  0.402
H 5.840 -1.193 6.581  0.331
H 5.950 0.341 4.469  0.364
H 4.438 1.959 3.204  0.546
O -3.592 -7.513 -1.204  -0.594
C -3.086 -6.300 -0.809  0.390
C -3.748 -5.395 -0.002  -0.740
C -3.173 -4.209 0.423  -0.394
C -1.894 -3.894 -0.014  -0.335
O -1.256 -2.758 0.370  0.824
C -1.235 -4.779 -0.860  0.209
C -1.810 -5.962 -1.232  -0.358
H -4.345 -7.748 -0.651  0.303
H -4.678 -5.681 0.489  0.308
H -3.759 -3.637 1.131  0.514
H -1.953 -2.167 0.718  -0.276
H -0.282 -4.475 -1.278  0.001
H -1.314 -6.669 -1.889  0.437
O -0.881 4.117 3.578  -0.348
C -1.049 4.566 4.852  0.128
C 0.027 4.698 5.716  -0.521
C -0.142 5.209 6.987  -0.537
C -1.375 5.715 7.374  0.685
O -1.649 6.085 8.667  -0.551
C -2.440 5.617 6.499  -0.484
C -2.254 5.145 5.216  -0.356
H -0.074 3.567 3.553  0.022
H 0.976 4.226 5.483  0.481
H 0.624 5.128 7.753  0.242
H -0.906 5.925 9.255  0.293
H -3.431 5.957 6.770  0.390
H -3.111 5.085 4.557  0.451
C 4.263 6.151 0.339  -0.829
O 3.107 6.429 -0.382  -0.289
C 3.366 6.480 -1.786  -0.438
C 2.112 6.401 -2.594  -0.810
O 1.483 5.144 -2.521  0.017
C 0.468 5.006 -3.484  -0.980
H 5.027 6.933 0.192  0.344
H 4.791 5.226 0.061  0.328
H 4.010 6.111 1.395  0.276
H 4.024 5.623 -1.983  0.328
H 3.850 7.438 -2.020  0.363
H 2.167 6.731 -3.636  0.451
H 1.441 7.152 -2.127  0.312
H -0.384 5.649 -3.227  0.370
H 0.230 3.962 -3.682  0.092
H 0.815 5.348 -4.478  0.428
C 1.601 3.627 0.517  -0.418
O 1.650 2.201 0.501  -0.067
C 0.362 1.638 0.218  -0.137
C 0.366 0.154 0.219  1.715
O 1.354 -0.261 -0.722  0.011
C 1.555 -1.638 -0.818  -0.040
H 2.604 3.978 0.745  0.134
H 0.882 4.026 1.235  0.250
H 1.402 3.944 -0.514  0.063
H 0.073 2.084 -0.760  -0.193
H -0.401 2.130 0.849  0.088
H -0.655 -0.180 0.011  -0.186
H 0.721 -0.254 1.184  -1.140
H 0.677 -2.162 -1.199  -0.172
H 1.953 -2.063 0.109  0.323
H 2.309 -1.834 -1.580  -0.316